Below is a molecular structure, C3H10N4O at a distorted geometry, with properties calculated with the ωB97M-V functional and the def2-TZVPD basis.

Structure (XYZ):
```
18
Properties=species:S:1:pos:R:3
C 1.120 1.907 0.449
C -0.652 -0.529 -0.496
C -1.141 -0.889 0.906
H 0.824 2.366 -0.560
H 2.275 2.417 0.787
H 0.318 2.449 1.185
H 2.299 0.436 -0.241
H -1.777 -2.043 0.779
H -1.816 0.004 1.458
H 1.058 -1.871 0.828
H 0.583 -0.116 2.076
H -2.376 -1.155 -1.477
H -0.431 -0.018 -2.680
N 1.312 0.436 0.218
N 0.464 -0.169 -0.775
N 0.147 -1.281 1.722
N -1.308 -1.077 -1.454
O -0.901 -0.867 -2.723
```

Properties
Kohn-Sham gap = 8.543 eV
molar mass = 118.14 g/mol
HOMO level = -7.83 eV
energy relative to the best compared isomer or geometry (same formula, charge and spin) = 1005.5 kJ/mol